19
Properties=species:S:1:pos:R:3:forces:R:3 method="wB97M-V/def2-TZVPD" e_above_lowest_kj_mol=442.51 orbital_gap_ev=9.03 smiles="C=CC.CCN" total_charge=0 homo_ev=-8.0 molar_mass_da=87.2
C 2.568 -0.787 -0.618 -0.206 -0.735 1.538
H 1.936 -0.630 1.676 -0.064 0.568 -2.722
H -1.797 0.987 -0.675 -0.276 0.722 0.916
H -2.377 0.902 2.183 -1.121 2.181 1.889
C 3.834 -1.138 -1.339 0.195 4.521 -1.718
H -4.263 1.089 -1.137 0.419 -0.702 0.421
H -2.749 2.254 0.252 0.642 -0.659 0.521
H -3.705 -0.594 -0.627 0.334 1.032 0.076
H 1.752 -1.032 -1.306 -0.560 -0.903 1.111
N -1.912 0.561 1.410 0.636 -0.814 -0.036
H 3.783 -0.517 -2.329 0.730 -0.277 1.419
H -1.967 -0.427 1.828 -0.006 0.938 -2.860
H -4.528 0.472 0.489 -0.162 0.056 0.117
C -3.796 0.480 -0.319 -0.951 0.060 -0.212
H 3.600 -2.028 -1.864 0.639 -1.779 0.494
C 2.546 -0.412 0.707 0.053 2.357 0.443
C -2.520 1.175 0.165 0.491 -2.815 -0.825
H 4.792 -0.919 -0.771 -1.224 -0.931 -0.951
H 3.121 0.613 0.839 0.431 -2.818 0.379

18
Properties=species:S:1:pos:R:3:forces:R:3 method="wB97M-V/def2-TZVPD" e_above_lowest_kj_mol=108.49 orbital_gap_ev=10.96 smiles=CC(C)O.CO total_charge=0 homo_ev=-10.2 molar_mass_da=92.1
H -17.635 -16.206 -5.157 -0.812 -0.436 -1.039
H -17.136 -15.147 -3.647 -0.003 0.408 0.582
C -15.969 -15.373 -5.996 1.352 0.319 -0.671
C -18.298 -14.576 -6.578 -0.041 -1.216 1.017
O -17.469 -14.492 -4.264 0.488 0.217 -0.508
H -14.821 -12.458 -10.741 0.482 -0.154 0.026
H -12.730 -13.255 -11.245 -0.178 0.390 0.341
H -15.376 -16.012 -5.342 0.234 0.314 0.166
O -14.873 -13.263 -11.261 0.845 -1.082 -0.418
C -13.579 -13.897 -11.478 0.220 0.936 -0.045
H -18.207 -15.047 -7.557 0.347 -0.106 0.060
H -13.389 -14.817 -10.926 -0.694 -0.028 0.246
H -15.956 -15.860 -6.971 -0.182 -0.105 -0.047
H -18.189 -13.500 -6.720 0.193 -0.053 0.374
H -15.525 -14.391 -6.156 0.366 -0.011 0.222
H -19.307 -14.822 -6.247 -0.168 0.458 -0.024
H -13.399 -14.113 -12.532 -0.677 -0.064 -0.144
C -17.343 -15.215 -5.506 -1.772 0.215 -0.139

56
Properties=species:S:1:pos:R:3:forces:R:3 method="wB97M-V/def2-TZVPD" e_above_lowest_kj_mol=0.00 orbital_gap_ev="8.09 / 3.73" total_charge=+3 multiplicity=2 homo_ev="-16.7 / -16.7" molar_mass_da=625.3
C 11.880 7.269 6.452 0.011 -0.374 -0.299
H 5.437 13.821 4.941 0.520 -0.186 0.293
H 9.365 14.728 10.724 0.089 0.088 -0.094
H 7.869 12.711 4.237 -0.017 -0.017 -0.164
C 9.667 7.098 5.514 0.453 0.322 0.171
C 6.339 13.654 6.976 0.333 -0.166 -0.772
H 15.234 10.245 6.925 -0.120 0.680 -0.443
C 14.584 11.025 6.491 -0.147 -0.122 -0.187
H 8.780 6.567 5.202 0.256 -0.280 -0.244
H 5.601 13.988 7.696 -0.050 0.005 -0.428
H 9.148 8.423 8.289 -0.006 0.014 -0.109
C 12.750 12.795 5.487 0.394 -0.072 0.570
N 12.852 9.421 6.739 -0.609 -0.206 0.052
H 6.019 14.164 12.991 0.055 -0.333 -0.644
C 11.738 8.665 6.371 0.095 0.012 0.570
C 14.070 13.188 5.523 0.017 -0.781 0.227
C 6.238 14.212 11.916 -0.685 1.350 0.507
N 7.975 11.317 9.151 1.081 0.575 -1.181
C 7.608 9.179 9.703 -0.046 1.546 -0.172
C 13.203 10.700 6.376 0.696 0.835 0.497
C 8.591 9.238 8.721 -0.377 0.641 0.499
C 11.668 13.578 8.693 -0.325 0.115 0.325
N 10.582 12.916 8.267 -1.782 1.425 1.603
N 12.285 11.619 6.039 0.354 -0.268 -0.861
Lu 10.041 11.460 6.700 0.834 -0.895 -0.264
C 6.056 15.352 11.100 -0.293 -0.832 3.463
C 7.254 10.530 9.945 0.356 -1.527 0.038
H 6.713 15.577 8.997 0.032 -0.144 0.058
H 10.931 5.381 6.069 -0.150 0.241 0.033
C 9.985 14.282 9.959 1.764 0.737 0.193
B 7.984 12.898 8.905 0.298 -0.516 0.144
N 8.253 12.702 6.290 -0.742 1.628 1.599
H 13.645 8.847 6.987 -0.049 0.047 0.092
H 12.069 15.108 10.238 -0.168 -0.102 0.081
C 6.272 13.525 5.581 0.025 0.307 0.567
H 16.084 12.552 6.153 -0.537 -0.212 -0.048
H 11.978 13.406 5.028 0.131 0.242 0.205
H 7.181 8.326 10.180 -0.024 -0.324 0.163
N 8.848 10.515 8.361 -1.269 0.462 0.959
N 9.489 13.429 9.092 0.265 -1.908 -1.635
H 14.358 14.181 5.176 -0.017 -0.440 -0.064
C 11.377 14.450 9.735 -0.973 -0.304 0.007
C 6.574 14.973 9.888 1.585 -2.585 -2.689
N 6.766 13.184 11.236 0.268 0.707 -0.805
H 6.592 10.922 10.709 0.044 -0.098 -0.392
N 6.967 13.635 9.934 0.476 1.645 -0.477
H 12.626 13.381 8.227 -0.110 0.064 0.061
C 9.623 8.475 5.468 0.256 -0.586 0.947
C 7.511 12.970 5.219 -1.132 0.024 0.688
C 10.834 6.465 6.032 -0.281 0.680 -0.076
H 8.771 8.979 5.038 -0.212 0.091 0.106
N 7.542 13.250 7.430 0.407 -1.610 -1.237
H 5.704 16.316 11.441 -0.109 -0.021 -0.280
N 10.585 9.269 6.035 0.390 -0.191 -0.888
H 12.831 6.843 6.816 -0.657 0.213 -0.300
C 15.027 12.263 6.069 -0.603 0.405 0.033

46
Properties=species:S:1:pos:R:3:forces:R:3 method="wB97M-V/def2-TZVPD" e_above_lowest_kj_mol=0.00 orbital_gap_ev=8.68 smiles="O=C(CCc1ccncc1)N1CCC[C@H](Nc2ccc(F)c(F)c2)C1" total_charge=0 homo_ev=-8.2 molar_mass_da=345.4
H 1.333 3.396 0.609 0.094 -0.070 0.057
H -1.963 -3.912 1.624 0.032 -0.013 0.068
H 0.325 -0.936 0.525 0.064 -0.079 -0.060
H -1.380 -0.200 -1.542 -0.036 -0.039 0.015
C 2.770 -1.397 0.647 0.085 -0.144 -0.069
H -2.081 1.761 -0.639 0.100 -0.050 -0.090
F 4.923 -1.265 1.570 -0.054 -0.166 -0.214
H -3.497 -2.376 0.450 -0.002 0.009 0.008
F 5.838 -3.137 -0.239 -0.095 0.124 0.102
H -1.609 6.611 -1.544 -0.130 0.020 -0.004
H -0.640 2.536 1.938 -0.086 0.036 0.019
C -1.564 4.850 -0.307 0.165 -0.047 0.028
H 2.443 -0.666 1.370 -0.003 0.110 0.103
H -2.275 3.024 1.494 0.077 -0.004 0.064
H -2.517 -1.558 -1.581 0.053 0.046 -0.002
C -1.981 0.366 0.988 0.049 0.165 -0.354
H -0.133 -4.050 -0.110 -0.013 -0.057 -0.074
C -0.522 -2.099 -0.958 -0.195 -0.181 -0.096
O -2.287 0.468 2.160 0.002 0.191 0.347
H 1.690 -3.312 -1.930 -0.090 -0.049 -0.082
C -0.993 5.871 -1.050 -0.286 -0.054 0.022
C 2.350 -2.877 -1.198 -0.301 0.095 0.066
C -1.553 -3.019 1.151 -0.178 0.015 -0.235
H -0.431 1.284 -0.204 -0.062 -0.020 -0.127
C -2.652 -1.966 1.014 -0.017 -0.146 0.502
N 0.589 -1.444 -0.308 -0.510 0.520 0.136
H 4.039 -4.006 -1.878 0.074 -0.078 -0.064
C 1.104 5.140 -0.619 0.172 -0.234 0.127
C -0.979 -3.370 -0.221 0.172 0.139 0.057
H -1.741 -3.870 -0.822 -0.031 -0.082 -0.053
C 0.640 4.082 0.146 -0.154 0.084 -0.043
C -1.414 1.539 0.198 -0.067 0.176 0.448
C -1.291 2.775 1.096 -0.027 -0.179 -0.137
H -3.000 -1.638 1.994 -0.036 -0.076 -0.178
C -1.693 -1.102 -1.021 0.350 -0.045 -0.358
C 1.874 -1.928 -0.288 0.607 -0.156 -0.017
H -2.636 4.777 -0.207 -0.122 0.011 0.013
H -0.226 -2.348 -1.982 -0.082 0.056 0.054
C 4.089 -1.797 0.659 -0.012 -0.059 -0.029
C 3.673 -3.274 -1.177 0.311 0.170 0.324
C -0.732 3.925 0.314 0.031 0.106 -0.006
H 2.165 5.295 -0.769 0.107 -0.062 0.046
N 0.311 6.017 -1.208 0.190 0.420 -0.289
H -0.763 -2.633 1.797 -0.005 -0.006 0.083
N -2.152 -0.799 0.311 -0.138 -0.323 -0.007
C 4.550 -2.738 -0.252 -0.003 -0.076 -0.099